ORCA calculation (ωB97M-V with the def2-TZVPD basis set) on a structure of composition C4H10N3 in a non-equilibrium geometry.

Atoms and positions in Å:
C1 1.644 0.544 0.251
C2 -0.808 -0.936 0.421
C3 -1.577 -0.099 -0.620
C4 0.142 1.256 0.369
N1 2.084 -0.274 -0.692
N2 0.099 -0.034 1.139
N3 -0.751 1.157 -0.692
H1 2.247 0.600 1.137
H2 -1.472 -1.326 1.238
H3 -0.332 -1.796 0.002
H4 -1.687 -0.579 -1.703
H5 -2.536 0.229 -0.344
H6 0.182 2.074 1.036
H7 2.991 -0.758 -0.679
H8 0.098 -0.006 2.110
H9 1.791 -0.083 -1.631
H10 -1.379 1.975 -0.990

Force components x, y, z for each atom (eV/Å):
C -1.963 0.259 0.519
C -1.768 -0.297 1.723
C 1.775 -0.172 -2.301
C 2.646 -2.937 0.049
N 0.322 0.398 -0.808
N -0.156 0.585 -3.222
N -1.571 1.003 -1.212
H 0.237 0.495 0.248
H 0.249 0.153 -1.027
H 0.719 -0.325 -0.403
H 0.530 0.761 2.449
H -1.409 -0.170 0.710
H -0.054 1.207 0.149
H -0.725 0.399 0.624
H -0.298 0.089 1.863
H -0.456 -0.068 -0.421
H 1.921 -1.379 1.059

Results
Total charge: +1
Frontier orbital gap: 0.3943 Eh

=====

ORCA calculation (ωB97M-V with the def2-TZVPD basis set) on a structure of composition C4H10N3 in a non-equilibrium geometry.

Atoms and positions in Å:
C1 -2.607 -0.440 -0.043
C2 2.391 -0.745 -0.469
C3 -1.469 0.244 -0.803
C4 1.342 0.191 0.222
N1 0.192 -1.948 0.043
N2 -0.194 -1.462 1.091
N3 0.083 -0.468 0.131
H1 -3.509 -0.205 -0.566
H2 -2.661 -1.512 -0.079
H3 -2.645 0.027 0.910
H4 2.305 -1.783 -0.129
H5 2.302 -0.739 -1.539
H6 3.326 -0.299 -0.221
H7 -1.238 1.347 -0.722
H8 -1.380 -0.280 -1.769
H9 1.468 1.258 -0.179
H10 1.547 0.236 1.327

Force components x, y, z for each atom (eV/Å):
C 1.017 1.783 -0.725
C -0.692 0.875 0.731
C 1.078 -2.162 1.175
C 3.086 0.321 0.717
N -1.037 0.925 1.164
N 0.244 -1.363 0.078
N -3.635 1.496 -3.337
H -0.785 0.713 -0.497
H 0.757 -0.529 0.257
H -0.431 -0.227 1.134
H 0.448 0.389 0.091
H -0.269 0.085 -0.534
H 1.023 -0.140 0.187
H -0.472 -1.495 -0.083
H 0.696 0.864 0.202
H -1.122 -1.659 0.353
H 0.094 0.123 -0.911

Results
Total charge: +1
Frontier orbital gap: 0.4092 Eh

=====

ORCA calculation (ωB97M-V with the def2-TZVPD basis set) on a cluster of 2 separate species, C4H10N3 in total in a non-equilibrium geometry.

Atoms and positions in Å:
C1 3.063 0.858 1.010
N1 2.419 1.255 -0.282
H1 2.493 1.264 1.863
H2 4.094 1.247 1.059
H3 3.097 -0.240 1.100
H4 1.447 0.890 -0.333
H5 2.385 2.290 -0.371
H6 2.954 0.875 -1.089
N2 -1.174 -0.272 -0.347
C2 -2.374 0.281 -0.433
C3 -1.408 -1.622 -0.236
C4 -2.761 -1.886 -0.255
N3 -3.360 -0.658 -0.382
H7 -2.584 1.346 -0.533
H8 -0.590 -2.337 -0.148
H9 -3.334 -2.811 -0.192
H10 -4.367 -0.480 -0.429

Force components x, y, z for each atom (eV/Å):
C 0.494 -0.282 0.957
N -0.075 0.151 -0.354
H 0.134 -0.133 -0.588
H -0.547 -0.111 -0.217
H -0.137 0.552 -0.243
H 0.218 0.109 -0.066
H -0.027 -0.784 -0.029
H -0.478 0.322 0.527
N -0.377 0.325 -0.021
C 0.018 -0.056 0.007
C -0.282 -0.534 0.042
C 0.432 -0.080 0.021
N -0.152 0.375 -0.038
H 0.075 -0.453 0.040
H -0.388 0.266 -0.040
H 0.322 0.442 -0.030
H 0.769 -0.109 0.031

Results
Total charge: +1
Frontier orbital gap: 0.2975 Eh

=====

ORCA calculation (ωB97M-V with the def2-TZVPD basis set) on a cluster of 2 separate species, C4H10N3 in total in a non-equilibrium geometry.

Atoms and positions in Å:
C1 -1.210 -2.729 0.486
C2 -0.321 -0.583 0.117
C3 0.207 1.589 -0.661
C4 1.954 -0.363 -0.545
N1 -0.575 -1.679 0.467
N2 0.581 0.216 -0.335
N3 -2.173 0.477 1.366
H1 -1.086 -3.552 1.164
H2 -1.948 -2.820 -0.303
H3 1.049 2.069 -1.184
H4 -0.552 1.548 -1.403
H5 -0.046 2.242 0.203
H6 2.092 -0.743 -1.456
H7 2.646 0.402 -0.096
H8 2.122 -1.220 0.080
H9 -1.850 1.493 1.562
H10 -2.947 0.665 0.768

Force components x, y, z for each atom (eV/Å):
C -2.472 -2.907 -0.998
C 0.283 4.422 -0.349
C 1.371 1.079 -0.299
C -0.177 2.610 4.705
N 1.391 -0.985 1.444
N 0.213 -1.063 0.244
N 1.990 1.604 0.925
H 0.307 0.074 0.539
H -0.230 -0.464 -0.022
H -0.120 -0.292 0.384
H -0.989 0.206 -0.325
H 0.068 -0.829 -0.397
H 0.720 -0.475 -4.109
H -0.332 -0.694 -1.322
H -0.529 -0.418 0.788
H -0.406 -1.874 -0.173
H -1.087 0.005 -1.036

Results
Total charge: +1
Frontier orbital gap (spin up / spin down): 0.3052 / 0.3277 Eh

=====

ORCA calculation (ωB97M-V with the def2-TZVPD basis set) on the ion C4H10N3 with charge +1 in a non-equilibrium geometry.

Atoms and positions in Å:
H1 2.109 -1.658 1.160
N1 1.536 -1.091 0.517
C1 1.760 0.163 0.454
C2 0.853 0.940 -0.408
N2 1.221 1.979 -0.923
H2 0.812 2.712 -1.476
C3 -0.734 0.324 -0.385
C4 -1.401 0.187 0.966
N3 -0.638 -1.045 -0.947
H3 2.367 0.602 1.273
H4 -1.396 0.820 -0.993
H5 -0.825 -0.543 1.538
H6 -1.408 1.085 1.453
H7 -2.391 -0.179 0.862
H8 -1.521 -1.649 -0.835
H9 -0.011 -1.518 -0.334
H10 -0.332 -1.128 -1.924

Force components x, y, z for each atom (eV/Å):
H -0.137 0.766 -0.157
N 0.519 -0.498 -0.248
C -0.150 -1.736 2.294
C -3.523 -0.857 0.578
N 1.996 1.619 -0.380
H -0.949 -0.442 -0.139
C 2.411 -0.453 0.744
C 1.748 -2.141 -0.886
N -2.947 -1.691 -0.963
H 0.142 0.480 -1.231
H -0.942 1.822 -1.753
H -0.159 0.135 0.359
H -0.090 2.351 1.384
H -1.023 -0.259 -0.170
H 1.009 1.500 -0.464
H 2.044 -0.783 0.650
H 0.052 0.187 0.383

Results
Total charge: +1
Frontier orbital gap: 0.3631 Eh
SMILES: [H]/N=C/C(=N/[H])[C@H](C)[NH3+]

=====

ORCA calculation (ωB97M-V with the def2-TZVPD basis set) on the ion C4H10N3 with charge +1 in a non-equilibrium geometry.

Atoms and positions in Å:
C1 0.588 -2.023 0.236
C2 1.094 0.309 -0.153
C3 1.658 1.632 -0.435
C4 -1.667 0.376 0.505
N1 1.386 -0.882 -0.025
N2 -2.142 -0.143 -0.681
N3 -0.419 0.755 0.700
H1 1.121 -2.884 0.873
H2 0.474 -2.596 -0.662
H3 1.102 1.853 -1.390
H4 1.546 2.242 0.391
H5 2.683 1.533 -0.735
H6 -2.331 0.542 1.259
H7 -0.295 -1.903 0.805
H8 -1.503 -0.034 -1.431
H9 -3.160 -0.070 -0.759
H10 -0.136 1.292 1.503

Force components x, y, z for each atom (eV/Å):
C 1.958 -3.301 1.944
C -0.903 -2.296 3.119
C -0.287 -2.219 -3.413
C -3.458 -1.637 0.104
N 0.112 2.095 -1.362
N 0.133 0.783 1.018
N 5.776 0.705 -1.908
H -0.343 2.306 -1.154
H -0.506 0.101 -0.798
H 0.436 0.974 1.107
H -0.422 1.680 1.239
H 0.624 -0.069 0.060
H -1.860 0.159 1.805
H -1.236 0.695 0.119
H -0.043 -0.138 -1.444
H 0.566 -0.230 -0.707
H -0.547 0.389 0.269

Results
Multiplicity: 3
Total charge: +1
Frontier orbital gap (spin up / spin down): 0.2595 / 0.2395 Eh

=====

ORCA calculation (ωB97M-V with the def2-TZVPD basis set) on the ion C4H10N3O with charge +1 in a non-equilibrium geometry.

Atoms and positions in Å:
C1 -0.252 1.087 3.075
N1 0.224 0.394 1.960
C2 0.742 1.160 0.926
N2 0.412 1.109 -0.485
N3 -0.140 0.203 -1.071
C3 -0.755 -0.078 -2.152
O1 -0.648 -1.175 -2.911
C4 0.262 -2.330 -2.705
H1 -1.184 1.818 2.812
H2 -0.548 0.347 3.813
H3 0.324 1.816 3.457
H4 -0.391 -0.361 1.686
H5 1.812 1.048 1.033
H6 0.246 2.242 1.078
H7 -1.581 0.599 -2.407
H8 0.574 -2.561 -1.602
H9 1.117 -2.144 -3.364
H10 -0.214 -3.173 -3.145

Force components x, y, z for each atom (eV/Å):
C -5.247 0.283 -0.437
N -0.400 -2.532 -1.193
C -2.277 2.698 0.222
N 1.785 -0.386 -0.361
N 0.212 -0.647 1.374
C -0.722 -1.778 -1.948
O -0.151 1.389 1.673
C 1.394 0.730 1.289
H 1.225 -1.844 0.413
H -0.071 0.397 0.259
H 3.039 1.877 1.444
H 0.099 -0.028 0.038
H 0.716 1.154 -0.936
H 1.901 -1.371 -0.176
H 0.075 -0.523 -0.206
H -0.770 0.869 -2.007
H 0.098 0.166 0.585
H -0.903 -0.454 -0.032

Results
Total charge: +1
Frontier orbital gap (spin up / spin down): 0.2537 / 0.2537 Eh
SMILES: CNCN=[N+]=COC